[1]
C5H10O | ωB97M-V with the def2-TZVPD basis set

Properties
* strongest force on any atom: 3.09 eV Å⁻¹
* total energy: -7391.9361 eV
* SMILES: CC(C)CC=O
* gap between HOMO and LUMO: 10.3 eV
* LUMO level: 0.0366 Ha

Atoms and positions in Å:
C: -1.166 -0.853 -0.554
C: -0.336 0.423 -0.346
C: -1.173 1.446 0.485
C: 1.370 0.033 0.382
C: 2.182 -1.169 -0.025
O: 1.823 -2.121 -0.690
H: -2.066 -0.621 -1.148
H: -1.535 -1.294 0.386
H: -0.579 -1.605 -1.079
H: -0.025 0.867 -1.273
H: -0.636 2.371 0.710
H: -2.065 1.737 -0.098
H: -1.573 1.049 1.433
H: 2.029 0.906 0.495
H: 0.500 -0.035 0.979
H: 3.249 -1.134 0.342

***

[2]
C5H10O | ωB97M-V with the def2-TZVPD basis set

Properties
* strongest force on any atom: 0.33 eV Å⁻¹
* total energy: -7390.0774 eV
* gap between HOMO and LUMO: 8.2 eV
* LUMO level: -0.0018 Ha

Atoms and positions in Å:
C: 0.924 -1.268 -0.904
C: 1.163 -0.513 0.341
C: 0.469 1.827 -0.286
O: -0.030 1.413 0.970
C: -0.104 -0.009 1.044
C: -1.484 -0.502 0.604
H: 0.969 -2.306 -0.522
H: 1.765 -1.186 -1.602
H: -0.035 -1.158 -1.432
H: 1.444 1.349 -0.476
H: -0.221 1.595 -1.113
H: 0.634 2.904 -0.246
H: 0.023 -0.255 2.107
H: -2.242 -0.135 1.303
H: -1.521 -1.598 0.611
H: -1.754 -0.157 -0.399

***

[3]
C5H10O | ωB97M-V with the def2-TZVPD basis set

Properties
* strongest force on any atom: 0.55 eV Å⁻¹
* total energy: -7393.5624 eV
* SMILES: O=C1CCC1.C
* gap between HOMO and LUMO: 10.6 eV
* LUMO level: 0.0343 Ha

Atoms and positions in Å:
O: -0.211 -0.550 1.719
C: -0.599 0.024 0.736
C: -0.257 -0.067 -0.752
C: -1.784 0.112 -0.960
C: -1.893 0.763 0.447
H: 0.252 -0.965 -1.110
H: 0.289 0.820 -1.097
H: -2.293 -0.856 -0.973
H: -2.097 0.708 -1.816
H: -2.729 0.524 1.107
H: -1.741 1.846 0.400
C: 2.613 -0.475 0.455
H: 2.898 -0.988 -0.467
H: 3.399 -0.583 1.203
H: 2.455 0.589 0.248
H: 1.696 -0.901 0.860

***

[4]
C5H10O | ωB97M-V with the def2-TZVPD basis set

Properties
* strongest force on any atom: 4.39 eV Å⁻¹
* total energy: -7391.6996 eV
* gap between HOMO and LUMO: 10.7 eV
* LUMO level: 0.0361 Ha

Atoms and positions in Å:
C: -0.854 1.222 0.256
C: 0.171 0.412 -0.435
O: 0.532 1.228 -1.498
C: -0.646 -0.994 -0.487
C: 0.309 -1.509 0.605
C: 1.264 -0.322 0.369
H: -1.108 0.882 1.276
H: -1.741 1.304 -0.380
H: -0.341 2.455 0.030
H: 0.285 2.195 -1.005
H: -1.728 -1.064 -0.247
H: -0.486 -1.405 -1.474
H: 0.719 -2.504 0.430
H: -0.136 -1.493 1.607
H: 2.091 -0.595 -0.295
H: 1.670 0.188 1.248

***

[5]
C5H10O | ωB97M-V with the def2-TZVPD basis set

Properties
* strongest force on any atom: 0.72 eV Å⁻¹
* total energy: -7391.8297 eV
* gap between HOMO and LUMO: 9.4 eV
* LUMO level: 0.0372 Ha

Atoms and positions in Å:
C: -1.268 0.720 -0.667
C: -0.775 -0.426 0.219
C: -1.420 -0.435 1.605
C: 0.728 -0.605 0.316
O: 1.252 0.258 -0.523
C: 2.618 0.065 -0.885
H: -0.795 0.681 -1.652
H: -1.009 1.689 -0.224
H: -2.353 0.683 -0.805
H: -1.038 -1.387 -0.264
H: -1.208 0.505 2.127
H: -1.037 -1.256 2.218
H: -2.507 -0.538 1.524
H: 3.189 -0.362 -0.060
H: 2.618 -0.624 -1.731
H: 3.005 1.034 -1.199

***

[6]
C5H10O | ωB97M-V with the def2-TZVPD basis set

Properties
* strongest force on any atom: 4.09 eV Å⁻¹
* total energy: -7392.1288 eV
* SMILES: C[C@H]1CCOC1
* gap between HOMO and LUMO: 10.7 eV
* LUMO level: 0.0399 Ha

Atoms and positions in Å:
C: -1.189 -0.418 1.401
C: -0.615 -0.441 -0.245
C: -0.247 0.994 -0.677
C: 1.286 1.078 -0.782
O: 1.734 -0.098 -0.123
C: 0.755 -1.110 -0.307
H: -1.955 0.347 1.694
H: -1.671 -1.383 1.548
H: -0.402 -0.317 2.183
H: -1.425 -0.900 -0.804
H: -0.852 1.578 -1.385
H: -0.591 1.020 0.378
H: 1.696 1.936 -0.232
H: 1.706 1.135 -1.808
H: 0.903 -1.617 -1.274
H: 0.865 -1.823 0.508

***

[7]
C5H10O | ωB97M-V with the def2-TZVPD basis set

Properties
* strongest force on any atom: 0.35 eV Å⁻¹
* total energy: -7393.1028 eV
* SMILES: COCC1CC1
* gap between HOMO and LUMO: 10.9 eV
* LUMO level: 0.0433 Ha

Atoms and positions in Å:
C: -1.617 0.655 -1.717
O: -1.355 -0.170 -0.615
C: -0.680 0.466 0.452
C: 0.270 -0.522 1.084
C: 1.728 -0.170 1.217
C: 1.281 -1.141 0.167
H: -0.749 1.288 -1.964
H: -1.820 -0.002 -2.568
H: -2.488 1.310 -1.562
H: -0.106 1.325 0.069
H: -1.398 0.857 1.189
H: -0.153 -1.161 1.856
H: 2.274 -0.555 2.073
H: 2.041 0.821 0.895
H: 1.256 -0.806 -0.867
H: 1.516 -2.194 0.292

***

[8]
C5H10O | ωB97M-V with the def2-TZVPD basis set

Properties
* strongest force on any atom: 4.12 eV Å⁻¹
* total energy: -7392.7440 eV
* SMILES: C/C=C\CCO
* gap between HOMO and LUMO: 10.0 eV
* LUMO level: 0.0343 Ha

Atoms and positions in Å:
C: -2.443 0.153 -0.204
C: -1.405 -0.884 0.039
C: -0.114 -0.672 0.415
C: 0.655 0.670 0.458
C: 1.870 0.410 -0.316
O: 2.592 -0.867 -0.150
H: -2.892 -0.286 -1.112
H: -1.965 1.142 -0.328
H: -3.186 0.264 0.598
H: -1.774 -1.959 -0.211
H: 0.529 -1.501 0.478
H: 0.700 1.026 1.501
H: 0.203 1.473 -0.099
H: 2.529 1.365 -0.382
H: 1.531 0.312 -1.353
H: 3.170 -0.644 0.664

***

[9]
C5H10O | ωB97M-V with the def2-TZVPD basis set

Properties
* strongest force on any atom: 0.31 eV Å⁻¹
* total energy: -7389.8966 eV
* gap between HOMO and LUMO: 8.4 eV
* LUMO level: -0.0007 Ha

Atoms and positions in Å:
C: 2.564 0.071 -0.453
C: 0.179 0.210 1.133
C: -0.681 1.029 0.187
C: -1.735 -0.100 0.277
O: -2.409 -0.497 -0.890
C: -0.580 -1.023 0.678
H: 2.692 1.058 -0.903
H: 2.044 -0.589 -1.154
H: 3.536 -0.357 -0.199
H: 1.992 0.177 0.475
H: -0.280 1.026 -0.837
H: -0.902 2.061 0.480
H: -2.429 0.065 1.112
H: -3.108 0.146 -1.064
H: -0.716 -1.828 1.406
H: -0.164 -1.448 -0.247

***

[10]
C5H10O | ωB97M-V with the def2-TZVPD basis set

Properties
* strongest force on any atom: 0.39 eV Å⁻¹
* total energy: -7390.5331 eV
* gap between HOMO and LUMO: 8.9 eV
* LUMO level: 0.0352 Ha

Atoms and positions in Å:
C: 0.210 -1.360 1.785
C: 0.646 -1.325 0.334
O: -0.500 -1.116 -0.501
C: 0.012 0.191 -0.536
C: 0.490 0.541 -1.932
C: -0.846 1.230 0.150
H: -0.046 -2.419 1.928
H: -0.678 -0.785 2.073
H: 1.044 -1.146 2.459
H: 1.059 -0.012 0.048
H: 1.208 -0.211 -2.268
H: -0.368 0.522 -2.613
H: 0.950 1.533 -1.972
H: -0.353 2.208 0.152
H: -1.091 0.956 1.177
H: -1.788 1.328 -0.400

***

[11]
C5H10O | ωB97M-V with the def2-TZVPD basis set

Properties
* strongest force on any atom: 1.67 eV Å⁻¹
* total energy: -7392.2523 eV
* SMILES: CC[C@@]1(C)CO1
* gap between HOMO and LUMO: 10.7 eV
* LUMO level: 0.0367 Ha

Atoms and positions in Å:
C: -0.395 1.794 -0.064
C: -0.547 0.585 -0.996
C: -0.073 -0.653 -0.285
C: 1.403 -0.707 0.099
C: -0.743 -1.357 0.798
O: -0.395 -1.960 -0.632
H: 0.649 1.942 0.238
H: -0.984 1.661 0.852
H: -0.730 2.715 -0.548
H: 0.059 0.723 -1.899
H: -1.590 0.475 -1.310
H: 2.009 -0.574 -0.795
H: 1.639 0.023 0.873
H: 1.607 -1.712 0.496
H: -1.718 -1.775 0.938
H: -0.158 -1.296 1.739

***

[12]
C5H10O | ωB97M-V with the def2-TZVPD basis set

Properties
* strongest force on any atom: 3.30 eV Å⁻¹
* total energy: -7390.5829 eV
* SMILES: CO[C@H]1C[C@H]1C
* gap between HOMO and LUMO: 10.3 eV
* LUMO level: 0.0414 Ha

Atoms and positions in Å:
C: 1.584 -0.386 1.620
O: 0.408 0.355 1.217
C: -0.760 -0.414 0.296
C: -1.895 0.350 -0.386
C: -0.808 -0.260 -1.214
C: 0.404 0.651 -1.289
H: 2.402 0.263 2.009
H: 2.028 -0.968 0.799
H: 1.307 -1.052 2.440
H: -0.891 -1.303 0.864
H: -1.971 1.436 -0.351
H: -2.876 -0.143 -0.374
H: -1.074 -1.034 -1.971
H: 1.234 0.071 -1.693
H: 0.689 0.848 -0.152
H: 0.220 1.585 -1.814

***

[13]
C5H10O | ωB97M-V with the def2-TZVPD basis set

Properties
* strongest force on any atom: 0.38 eV Å⁻¹
* total energy: -7393.1167 eV
* SMILES: OC1CC=CC1.[H][H]
* gap between HOMO and LUMO: 10.3 eV
* LUMO level: 0.0377 Ha

Atoms and positions in Å:
O: 0.935 -0.592 -1.504
C: -0.238 0.142 -1.187
C: 0.071 1.277 -0.184
C: -0.249 0.660 1.152
C: -0.901 -0.492 1.021
C: -1.157 -0.830 -0.428
H: 1.549 0.013 -1.936
H: -0.713 0.524 -2.102
H: 1.121 1.590 -0.248
H: -0.537 2.174 -0.373
H: 0.034 1.133 2.088
H: -1.244 -1.118 1.841
H: -0.911 -1.861 -0.715
H: -2.212 -0.662 -0.677
H: 2.481 -0.982 1.893
H: 1.970 -0.975 1.358

***

[14]
C5H10O | ωB97M-V with the def2-TZVPD basis set

Properties
* strongest force on any atom: 0.36 eV Å⁻¹
* total energy: -7393.6843 eV
* SMILES: C[C@H]1C[C@]1(C)O
* gap between HOMO and LUMO: 10.4 eV
* LUMO level: 0.0376 Ha

Atoms and positions in Å:
C: 1.400 -0.161 1.232
C: 0.859 0.072 -0.166
C: 0.098 -1.015 -0.891
C: -0.624 0.205 -0.428
C: -1.612 0.147 0.727
O: -1.004 1.041 -1.494
H: 1.107 -1.142 1.622
H: 2.493 -0.121 1.238
H: 1.038 0.596 1.938
H: 1.478 0.697 -0.809
H: 0.245 -1.116 -1.962
H: -0.080 -1.947 -0.358
H: -2.217 -0.766 0.709
H: -2.298 1.000 0.660
H: -1.109 0.196 1.699
H: -1.037 1.946 -1.156

***

[15]
C5H10O | ωB97M-V with the def2-TZVPD basis set

Properties
* strongest force on any atom: 1.32 eV Å⁻¹
* total energy: -7393.1175 eV
* SMILES: C=CC(=C)C.O
* gap between HOMO and LUMO: 10.1 eV
* LUMO level: 0.0345 Ha

Atoms and positions in Å:
C: 1.060 -1.657 -0.581
C: 0.597 -0.445 -0.865
C: -0.706 0.055 -0.404
C: -1.156 -0.136 0.826
C: -1.580 0.680 -1.445
H: 0.646 -2.431 0.054
H: 2.000 -1.978 -1.008
H: 1.160 0.102 -1.616
H: -2.163 0.081 1.167
H: -0.614 -0.657 1.608
H: -1.408 0.426 -2.493
H: -1.391 1.757 -1.470
H: -2.646 0.502 -1.309
O: 1.634 1.100 1.992
H: 0.917 1.028 2.617
H: 1.272 1.338 1.136